1.
DFT (ωB97M-V/def2-TZVPD) results for C2H7BTb as an isolated structure in a non-equilibrium geometry.

```
11
Properties=species:S:1:pos:R:3
C -0.5684 -0.3168 1.2471
B 0.7907 -0.1738 0.3286
C 0.6264 0.5908 -1.1231
H -0.6353 0.5447 1.9328
H -0.6289 -1.2888 1.7642
H -1.4700 -0.2451 0.5278
H 1.7918 -0.6650 0.7134
H -0.3186 1.2462 -1.1213
H 1.4907 1.2041 -1.3918
H 0.4625 -0.2233 -1.9176
Tb -1.5408 -0.6730 -0.9601
```

LUMO (spin up / spin down) ... -17.4 / -17.4 eV
Orbital gap (spin up / spin down) ... 0.34920 / 0.34985 hartree
Total charge ... +3
E ... -25257.5963 eV
Multiplicity ... 7


2.
DFT (ωB97M-V/def2-TZVPD) results for C14H16CrN7S2 as an isolated structure.

```
40
Properties=species:S:1:pos:R:3
Cr 0.3600 0.7273 -0.6068
C -0.3805 -0.9123 3.2926
C -0.3794 -0.4546 1.8765
N 0.5946 0.1868 1.3195
N 1.7219 0.4580 2.0381
C 2.6182 1.1271 1.3407
N 3.7469 1.4593 1.9713
S 2.4710 1.6510 -0.3250
C -1.5460 -0.7087 0.9975
C -2.6900 -1.3521 1.4381
C -3.7389 -1.5434 0.5481
C -3.6204 -1.0865 -0.7530
C -2.4504 -0.4478 -1.1267
N -1.4380 -0.2668 -0.2767
H 0.5852 -0.7329 3.7516
H -0.6213 -1.9749 3.3491
H -1.1453 -0.3732 3.8570
H 3.8629 1.2086 2.9398
H 4.4628 1.9928 1.5126
H -2.7636 -1.6933 2.4599
H -4.6417 -2.0425 0.8739
H -4.4167 -1.2142 -1.4718
H -2.3094 -0.0641 -2.1290
C -1.6576 4.8129 0.2474
C -1.0526 3.5158 -0.0062
N -0.5523 2.5060 -0.2020
H -1.3256 5.1695 1.2219
H -2.7423 4.7202 0.2353
H -1.3350 5.5089 -0.5263
S 0.4004 0.8630 -3.0692
C 1.1599 -0.6046 -2.7466
N 1.7326 -1.4220 -3.6654
C 2.3513 -2.5732 -3.3248
C 2.4195 -2.9478 -2.0117
C 1.8335 -2.0871 -1.0783
N 1.2278 -0.9740 -1.4472
H 1.6970 -1.1380 -4.6382
H 2.7769 -3.1448 -4.1382
H 2.9161 -3.8573 -1.7136
H 1.8685 -2.2911 -0.0144
```

LUMO (spin up / spin down) ... -7.0 / -7.2 eV
Orbital gap (spin up / spin down) ... 0.25650 / 0.25447 hartree
Total charge ... +2
E ... -75289.1954 eV
Multiplicity ... 4
ΔE to the lowest compared entry with this formula, charge and spin ... 0.000 eV


3.
DFT (ωB97M-V/def2-TZVPD) results for C12H30ClN2O4Zn as an isolated structure in a non-equilibrium geometry.

```
50
Properties=species:S:1:pos:R:3
Zn 12.0161 10.0697 -19.3610
Cl 10.6937 10.5348 -17.7224
C 12.5197 8.1505 -24.8244
O 11.3869 8.6572 -24.1413
C 11.5565 9.9003 -23.5315
C 12.1908 9.8072 -22.1415
N 11.2478 9.3295 -21.0619
C 11.2837 7.8114 -21.0406
C 10.6582 7.2878 -19.7699
O 9.2648 7.3765 -19.9411
C 8.5175 6.4643 -19.1560
H 12.3425 7.0897 -24.9906
H 13.4889 8.2228 -24.3148
H 12.6180 8.6378 -25.7997
H 10.6266 10.4691 -23.5501
H 12.3060 10.4759 -24.0993
H 12.5192 10.8328 -21.9236
H 13.0991 9.2090 -22.2167
H 10.3141 9.5051 -21.4322
H 12.3194 7.4613 -21.0085
H 10.7838 7.4384 -21.9286
H 10.9832 7.8249 -18.8617
H 10.9611 6.2462 -19.6155
H 8.2388 6.9342 -18.2080
H 9.0375 5.5335 -18.9190
H 7.6107 6.2359 -19.7102
C 5.5687 12.7347 -10.6101
O 6.3882 11.6250 -10.3454
C 7.7307 11.9783 -10.0681
C 8.5181 12.1917 -11.3654
N 8.2555 11.1403 -12.3692
C 8.9091 9.8755 -12.0172
C 8.6535 8.8077 -13.0644
O 9.4553 9.0601 -14.1866
C 9.5169 7.9543 -15.0549
H 5.4270 13.3525 -9.7108
H 4.5811 12.4254 -10.9445
H 5.9717 13.4179 -11.3692
H 8.1619 11.1510 -9.5001
H 7.7496 12.8430 -9.3954
H 9.5945 12.2191 -11.1982
H 8.1580 13.1167 -11.8195
H 7.2557 10.9721 -12.2555
H 8.6775 9.5400 -10.9984
H 9.9849 10.0867 -12.0276
H 7.5784 8.7987 -13.3012
H 8.8606 7.8258 -12.6140
H 8.5160 7.6414 -15.3834
H 9.9687 7.1016 -14.5316
H 10.1050 8.2315 -15.9264
```

LUMO ... -5.8 eV
Orbital gap ... 0.16146 hartree
Total charge ... +1
E ... -85032.0510 eV
Multiplicity ... 1
ΔE to the lowest compared entry with this formula, charge and spin ... 0.000 eV


4.
DFT (ωB97M-V/def2-TZVPD) results for a 9-piece molecular cluster, C19H56Cl2O20P2 overall in a non-equilibrium geometry.

```
99
Properties=species:S:1:pos:R:3
C -6.5452 -5.3495 -0.0832
O -6.9862 -3.9879 -0.4049
P -5.9870 -2.7527 -0.0666
O -5.7349 -2.5815 1.3619
O -4.7304 -3.0591 -1.0729
C -3.6143 -2.1878 -1.0822
O -6.7680 -1.5672 -0.8160
C -7.8223 -0.8937 -0.1826
H -5.4612 -5.3479 0.0314
H -6.8579 -6.0401 -0.8664
H -7.0023 -5.6944 0.8443
H -2.7539 -2.8355 -1.2505
H -3.4607 -1.7414 -0.0997
H -3.5460 -1.4138 -1.8467
H -8.3483 -1.3483 0.6570
H -8.6041 -0.6311 -0.8953
H -7.4893 0.0701 0.2026
C -0.7695 -2.4573 3.6309
O 0.2397 -2.8970 4.5026
P 1.6611 -3.5396 4.0043
O 1.5869 -4.3519 2.7465
O 2.2807 -4.3440 5.3212
C 1.8137 -3.9633 6.6288
O 2.6486 -2.2432 3.8466
C 2.4499 -1.3408 2.7591
H -1.1293 -1.5339 4.0848
H -1.5573 -3.2038 3.5301
H -0.3922 -2.3373 2.6153
H 2.4992 -3.2431 7.0756
H 1.6825 -4.8552 7.2415
H 0.8483 -3.4586 6.6685
H 3.4562 -1.0957 2.4192
H 1.9812 -0.4624 3.2028
H 1.8883 -1.6743 1.8865
C 1.6864 4.2545 -2.9536
C 3.1601 4.3630 -2.6217
O 3.4437 5.7530 -2.6141
O 0.8422 4.5022 -1.8145
H 1.4806 3.2252 -3.2471
H 1.3944 4.8675 -3.8064
H 3.6680 3.9188 -3.4777
H 3.3905 3.9123 -1.6563
H 2.8907 6.1819 -1.9570
H -0.0041 4.6968 -2.2238
C 2.6339 -0.8704 -5.1365
C 3.0974 0.5637 -4.8726
O 3.6862 0.6026 -3.6215
O 3.7210 -1.7947 -5.0557
H 2.1773 -1.0305 -6.1133
H 1.8204 -1.1978 -4.4891
H 2.2439 1.2406 -4.9094
H 3.7504 1.0036 -5.6263
H 3.1154 0.1684 -2.9833
H 3.3086 -2.6141 -5.3386
C -1.1772 3.4634 3.7770
C -0.6444 2.4361 2.6813
O 0.7551 2.2644 2.8466
O -1.0245 4.7532 3.3271
H -0.7930 3.2521 4.7749
H -2.2545 3.3268 3.8715
H -0.7899 2.7743 1.6554
H -1.1388 1.4698 2.7818
H 1.2532 2.8914 2.3171
H -0.0897 4.8591 3.1356
C 1.1976 0.5742 -0.6429
C -0.2992 0.3409 -0.3699
O -0.5407 -0.9464 0.0693
O 1.6652 -0.2877 -1.6791
H 1.7387 0.3841 0.2840
H 1.2627 1.6064 -0.9871
H -0.8935 0.5220 -1.2655
H -0.5923 1.0614 0.3937
H -0.3178 -1.5688 -0.6268
H 1.9117 -1.1115 -1.2522
C 0.9818 -3.7773 -1.7825
C 1.7202 -3.3607 -0.4440
O 2.7628 -2.3921 -0.7573
O 0.0110 -2.7732 -2.0351
H 0.4420 -4.7156 -1.6550
H 1.6445 -3.9369 -2.6331
H 2.2507 -4.2255 -0.0455
H 1.0641 -2.9499 0.3233
H 3.5900 -2.8680 -0.8608
H -0.4534 -3.0813 -2.8168
C 2.0319 5.9624 1.9974
C 2.6853 4.8646 1.1417
O 1.9368 3.6867 0.9962
O 1.4830 5.4119 3.1879
H 1.1861 6.4106 1.4761
H 2.7254 6.7907 2.1424
H 3.7082 4.7135 1.4865
H 2.8475 5.1855 0.1127
H 1.4634 3.7476 0.1632
H 2.1797 5.2995 3.8388
C -1.3308 0.5081 -4.0264
Cl -1.3450 1.9604 -5.0254
Cl -1.1305 -0.9834 -5.1093
H -0.4342 0.6514 -3.4232
H -2.2322 0.4225 -3.4196
```

LUMO (spin up / spin down) ... -2.5 / -8.6 eV
Orbital gap (spin up / spin down) ... 0.33553 / 0.11122 hartree
Total charge ... +1
E ... -105175.1707 eV
Multiplicity ... 2